DFT (ωB97M-V/def2-TZVPD) results for a 2-piece molecular cluster, C47H48N3O overall at a distorted geometry.

Properties
- total charge = +1
- highest occupied orbital energy (eV) = -8.08
- orbital gap (eV) = 2.76
- LUMO (Ha) = -0.19562

Structure (XYZ):
```
99
Properties=species:S:1:pos:R:3:lowdin_charge:R:1
H -2.784 -3.201 -0.744 0.076
H -0.797 -3.554 -3.486 0.123
C -0.899 0.075 0.798 -0.088
C -6.274 2.917 -2.696 -0.006
H -8.252 6.359 -2.950 0.085
C -6.004 7.825 -2.754 -0.003
C 0.450 0.522 0.476 -0.358
H 0.230 0.557 -4.240 0.123
C 0.430 -0.520 3.635 -0.179
H 0.044 -2.417 2.691 0.086
H -1.155 -3.281 -0.011 0.095
C -3.160 3.831 -2.701 0.146
C -1.706 -3.263 -0.965 -0.035
H -0.225 -1.174 -6.167 0.077
H 1.272 -1.880 -5.549 0.092
N -6.450 5.372 -2.594 -0.047
N -1.668 -0.517 -0.136 0.096
H 1.671 0.756 7.448 0.090
H -0.473 4.235 -7.333 0.117
H -6.594 2.798 -3.749 0.106
C -0.662 1.429 5.308 -0.001
C -3.311 7.035 -2.277 -0.047
C -0.267 -1.542 -4.044 -0.254
H -1.083 1.954 -6.542 0.123
H -1.505 6.276 -6.238 0.120
C 0.892 -1.770 2.956 -0.025
C -0.740 0.151 -2.350 -0.166
C -3.651 8.387 -2.469 -0.068
H -2.921 3.073 -1.960 0.090
H -3.527 0.624 4.061 0.078
H -3.042 2.149 4.834 0.091
C 2.052 2.271 -0.080 -0.070
C -4.980 8.784 -2.714 -0.065
H -1.130 2.144 5.988 0.122
C -2.584 3.854 -4.029 -0.156
C 0.178 -1.891 -5.439 -0.044
C -0.777 0.113 3.285 -0.110
H -1.273 5.481 3.958 0.102
N -1.409 -0.176 2.023 0.099
H -2.271 6.727 -2.185 0.123
C 0.427 4.269 3.366 -0.079
C 1.433 1.535 6.705 -0.046
H -1.530 -4.232 -1.451 0.086
C 0.637 0.987 5.553 -0.256
C -2.149 2.711 -4.789 -0.019
H -0.176 -2.892 -5.712 0.080
H -0.509 2.214 -2.884 0.089
H -1.890 2.890 0.545 0.096
H -8.004 4.945 -3.979 0.107
C 1.149 -0.030 4.737 0.013
H 2.331 3.322 0.077 0.086
C -2.831 -0.948 0.517 -0.012
C -1.275 3.273 1.358 -0.054
H -0.299 1.920 -1.139 0.055
H -2.801 4.500 2.240 0.105
H -3.300 -1.010 2.669 0.133
C -0.872 1.599 -2.048 -0.048
H -2.425 1.698 -4.478 0.119
C 0.069 2.857 1.402 -0.206
H 1.513 -2.329 3.675 0.090
H -8.401 4.714 -2.264 0.100
C -4.327 6.081 -2.253 -0.134
C -1.237 -2.173 -1.881 -0.179
C -2.799 1.453 4.014 -0.039
C -0.890 4.732 3.263 -0.094
H 0.874 2.328 7.220 0.079
C -1.748 4.203 2.294 -0.108
C -2.462 5.109 -4.711 0.007
H -1.920 1.840 -1.864 0.050
H -7.130 2.684 -2.031 0.103
H 1.070 4.618 4.173 0.107
C -1.660 5.271 -5.834 -0.038
C -5.667 6.518 -2.421 -0.145
H -2.862 9.145 -2.503 0.110
H -2.981 5.969 -4.308 0.100
C -1.248 -0.833 -1.476 -0.101
C -1.410 2.848 -5.967 -0.060
C 0.651 2.005 0.362 -0.243
O 1.359 -0.275 0.170 0.032
H 1.933 2.997 2.494 0.120
H -5.468 2.201 -2.503 0.084
C -5.689 4.254 -2.503 -0.197
H -5.209 9.834 -2.920 0.111
C -4.308 4.628 -2.398 -0.099
C -1.098 4.128 -6.447 -0.032
H 2.106 -0.494 4.990 0.130
H 1.499 -1.599 2.057 0.075
H 2.761 1.630 0.483 0.094
C -0.190 -0.222 -3.592 0.005
C -2.672 -0.754 1.830 0.011
C 0.905 3.357 2.432 -0.028
C -0.770 -2.506 -3.168 0.011
C -1.395 0.978 4.199 -0.189
H 2.158 2.007 -1.142 0.085
H -2.938 2.005 3.073 0.067
H -3.645 -1.380 -0.034 0.130
H 2.390 1.962 6.368 0.088
H -7.024 8.070 -3.049 0.108
C -7.853 5.348 -2.969 0.007
```


DFT (ωB97M-V/def2-TZVPD) results for C47H48N5O2P2SV as an isolated structure.

Properties
- total charge = +1
- highest occupied orbital energy (spin up / spin down) (eV) = -10.20 / -10.20
- orbital gap (spin up / spin down) (eV) = 7.08 / 7.35
- LUMO (spin up / spin down) (Ha) = -0.11447 / -0.10463
- spin multiplicity = 2

Structure (XYZ):
```
106
Properties=species:S:1:pos:R:3:mulliken_spin:R:1
C 3.023 2.516 3.876 0.004
C 0.016 -4.870 -3.736 -0.001
C -2.917 -3.836 3.017 0.001
C 2.003 2.029 3.079 0.019
C -3.993 0.223 -2.456 0.001
H -3.578 -1.650 0.892 -0.001
C 3.574 1.708 4.864 0.001
H -2.508 2.875 5.392 0.000
H -0.477 1.687 4.670 -0.001
C -0.712 3.257 -0.344 0.016
C 0.976 -4.447 -2.828 0.002
C -2.455 -2.522 3.040 0.000
P 0.159 0.214 2.172 -0.040
H -4.447 3.060 3.873 0.000
H 1.692 -1.065 4.440 0.000
C -2.464 2.439 4.403 0.000
C -0.258 -1.500 2.760 0.017
N -1.451 -2.051 2.143 0.002
C -1.155 4.198 -1.247 0.000
C -4.449 -3.363 4.817 0.000
H 3.973 -0.008 2.304 0.004
H -0.388 -3.492 0.979 -0.002
C -3.554 2.543 3.548 0.000
N -0.239 2.087 -0.766 -0.054
C 3.605 -1.852 0.294 -0.006
H -2.123 -3.387 0.685 -0.003
H 3.396 3.520 3.724 0.000
C 2.976 3.586 -5.611 0.000
H 0.266 -5.614 -4.480 0.000
H 4.798 1.017 -1.226 0.002
H 1.407 -3.131 -1.196 -0.004
C -0.204 1.837 -2.108 0.022
C 2.453 0.316 0.018 -0.344
O 1.891 -0.943 -3.288 0.003
C -3.972 -2.059 4.860 0.000
C 1.506 0.738 3.270 0.033
C -1.257 1.209 2.720 -0.014
C 3.093 0.424 5.055 -0.001
H 5.508 -0.233 1.451 -0.003
H -0.405 -1.470 3.841 -0.003
H -2.011 -4.664 -4.404 0.000
H -5.728 -0.656 0.314 0.000
H -4.111 0.737 -3.400 0.000
H -1.542 5.152 -0.929 0.000
H 4.115 -0.436 -1.993 0.009
H 0.621 -2.127 2.550 0.009
H 2.937 -2.092 1.126 0.005
C -4.901 -0.564 -0.377 0.001
H -1.958 -0.285 -2.856 -0.001
H -4.259 -5.269 3.858 0.000
H 4.526 4.883 -5.900 0.000
C -1.591 -3.373 -2.752 -0.003
P -0.964 -1.720 -0.554 0.088
H 3.520 -0.206 5.823 0.000
N -0.630 2.687 -3.040 0.000
C -2.603 -1.031 -0.935 0.008
H 3.197 -2.255 -0.632 0.005
H -2.491 -4.565 2.343 0.001
N 3.569 4.706 -6.153 0.000
C 4.622 -0.054 -1.107 -0.044
C -5.059 0.121 -1.572 -0.001
C 1.831 3.037 -6.196 0.000
C -3.680 -1.140 -0.056 -0.003
H 1.977 -4.854 -2.862 0.000
O -0.159 -0.393 -4.571 0.000
H 1.583 2.655 2.298 -0.007
H -0.736 3.424 0.727 0.000
C 1.206 1.947 -5.624 0.001
C 1.729 1.386 -4.467 0.014
C -1.319 1.773 3.995 -0.002
H 0.314 1.521 -6.059 0.000
C 4.516 0.217 1.385 -0.042
H 4.565 -2.335 0.478 0.000
C -2.992 -1.639 3.977 -0.001
H -1.425 4.540 -3.358 0.000
H 4.379 2.082 5.482 0.000
C -1.239 -2.798 0.920 -0.028
C -1.264 -4.334 -3.695 0.001
H 4.379 3.425 -3.990 0.000
C -3.495 1.991 2.276 0.003
C 2.055 -0.061 4.267 -0.006
C -2.346 1.335 1.861 0.011
C 2.870 1.914 -3.875 0.000
H 3.280 1.452 -2.988 -0.008
H -5.222 -3.687 5.499 0.000
H 1.432 3.474 -7.102 0.000
C -3.915 -4.244 3.893 0.000
H 2.436 1.426 -0.123 0.010
N 0.310 0.608 -2.309 -0.055
H -2.591 -2.962 -2.732 0.000
H -4.341 2.068 1.605 0.000
C 0.655 -3.480 -1.893 0.014
H 4.637 1.299 1.314 0.005
C 3.486 3.011 -4.440 -0.003
V 0.682 0.251 -0.276 1.446
H -4.375 -1.355 5.575 0.000
H -2.302 0.907 0.866 0.015
C -2.769 -0.347 -2.143 -0.004
H -6.013 0.566 -1.821 0.000
H -2.654 -0.612 4.002 0.000
H 3.360 4.907 -7.116 0.000
S 0.919 0.025 -3.722 0.020
C 3.789 -0.340 0.153 -0.078
C -0.627 -2.937 -1.848 -0.027
H 5.592 -0.546 -1.020 -0.002
C -1.087 3.847 -2.595 0.000
```


DFT (ωB97M-V/def2-TZVPD) results for C47H49N5P2Se2Ti as an isolated structure at a distorted geometry.

Properties
- total charge = +2
- highest occupied orbital energy (eV) = -12.50
- orbital gap (eV) = 4.98
- LUMO (Ha) = -0.27626

Structure (XYZ):
```
106
Properties=species:S:1:pos:R:3:lowdin_charge:R:1
C 3.925 0.190 -2.255 -0.533
H -0.430 -2.208 -5.313 0.106
H 0.833 -4.609 -5.621 0.093
H -2.606 -1.260 1.014 0.068
H -3.893 -6.679 -2.050 0.121
H -0.895 6.489 0.290 0.122
C 0.123 3.263 3.293 -0.349
H 5.631 1.393 -2.792 0.099
C -2.684 -1.989 0.207 -0.051
C 1.994 4.733 2.984 -0.072
H -0.633 6.395 4.329 0.115
H 0.261 -5.943 -4.620 0.094
H -1.251 -1.986 -3.776 0.045
H -2.581 -5.997 -4.021 0.129
H 1.345 2.430 -1.425 0.062
H -3.586 0.841 1.187 -0.008
C -5.698 2.778 -0.608 -0.034
H -3.781 -3.974 1.669 0.085
C -3.496 2.861 -1.557 -0.113
C -2.007 -3.314 0.600 -0.359
C 3.796 0.802 -0.845 -0.016
C -0.624 4.316 3.813 -0.096
Se -2.683 1.499 3.521 0.435
H -2.806 3.226 -2.310 0.111
N 0.864 -1.093 1.029 0.009
H -5.937 1.548 1.133 0.122
C 1.253 5.783 3.511 -0.063
H 6.075 -0.159 -2.088 0.091
H 1.328 -4.713 -3.931 0.063
C -3.927 1.506 0.407 -0.125
H -5.162 3.951 -2.330 0.120
H 1.442 6.604 -0.494 0.121
C -3.051 1.991 -0.553 -0.373
C -3.026 -5.195 -0.768 -0.002
C 3.549 -1.261 -2.122 -0.181
C 2.334 -3.078 -1.674 -0.275
C -0.744 -4.061 -4.243 -0.329
C -3.159 -5.889 -1.964 -0.026
C 1.153 -3.790 -1.516 -0.008
H -0.961 -3.132 0.857 0.116
C -4.819 3.257 -1.575 -0.045
C -1.201 -3.969 -1.709 -0.163
Ti 0.410 -1.281 -1.610 0.925
H -2.115 4.353 0.243 0.119
H 2.575 4.577 -1.340 0.114
H -2.556 -3.213 2.681 0.090
H 3.019 4.899 2.677 0.112
C 3.657 -3.499 -1.825 0.066
C -5.253 1.911 0.378 -0.042
C 1.432 3.472 2.868 -0.094
H -3.741 -2.168 0.005 0.107
H 5.467 -2.338 -2.297 0.127
C 1.523 -0.311 7.009 -0.057
C 4.408 -2.368 -2.109 0.046
C -2.064 -4.209 -0.623 -0.128
H -3.686 -5.423 0.057 0.117
C -1.422 -4.543 -2.965 -0.133
H -0.427 -0.346 7.903 0.114
H 2.010 -0.757 7.866 0.114
C -2.707 -3.879 1.831 -0.056
H 3.275 1.935 -3.351 0.102
C 1.552 4.523 -0.992 -0.051
C -2.402 -5.525 -3.062 -0.012
C -0.065 0.649 1.938 -0.343
P -0.580 1.596 3.416 0.569
N 0.153 -0.477 0.084 -0.251
H 0.533 -2.299 -3.855 0.053
H 4.001 -4.520 -1.756 0.140
C 1.654 0.604 4.790 -0.096
C 5.365 0.338 -2.749 -0.035
H 4.032 1.867 -0.867 0.095
H -6.736 3.081 -0.629 0.121
H -2.304 -4.857 2.095 0.095
H -1.478 -4.246 -5.030 0.142
N 2.277 -1.677 -1.878 -0.012
C 0.275 0.815 4.807 -0.348
N 0.738 -0.439 2.129 0.075
H -1.640 4.138 4.144 0.072
C 0.499 -4.880 -4.619 -0.032
C 2.270 0.035 5.890 -0.064
H 1.950 0.842 -2.932 -0.003
C -0.058 5.578 3.916 -0.058
H 1.700 6.763 3.611 0.114
C -0.400 5.598 -0.073 -0.041
C 0.913 5.660 -0.516 -0.041
H 5.475 -0.076 -3.753 0.102
C -0.454 -2.547 -4.278 -0.073
Se -0.895 0.657 -2.582 0.593
C 2.992 0.887 -3.248 -0.035
H 1.173 -4.869 -1.392 0.177
H -2.254 -1.569 -0.711 0.038
H -1.537 0.667 5.948 0.059
P -1.286 1.668 -0.636 0.807
H 3.069 0.427 -4.235 0.103
C 0.872 3.321 -1.029 -0.094
C -0.450 3.262 -0.588 -0.349
C -0.470 0.485 5.932 -0.098
H 3.337 -0.144 5.872 0.111
C -0.459 0.633 0.601 -0.356
N -0.021 -3.160 -1.562 -0.055
H 2.787 0.668 -0.445 0.059
H 2.241 0.872 3.922 0.089
C -1.090 4.398 -0.099 -0.056
H 4.490 0.312 -0.160 0.103
C 0.157 -0.081 7.032 -0.058
H 2.013 2.650 2.465 0.097
```


DFT (ωB97M-V/def2-TZVPD) results for C47H50AsIrN5O3PS2 as an isolated structure.

Properties
- total charge = +1
- highest occupied orbital energy (spin up / spin down) (eV) = -9.91 / -9.92
- orbital gap (spin up / spin down) (eV) = 7.67 / 6.88
- LUMO (spin up / spin down) (Ha) = -0.08248 / -0.11163
- spin multiplicity = 2

Structure (XYZ):
```
110
Properties=species:S:1:pos:R:3:mulliken_spin:R:1
H 4.969 -2.028 4.156 0.000
C -0.735 -1.559 -6.065 0.000
H -0.487 0.582 -6.012 0.000
C -3.224 2.666 -2.252 0.005
C 2.165 -0.071 6.409 0.000
C -2.850 -0.802 0.581 -0.022
C 1.649 -2.085 2.043 0.000
H -2.306 -4.428 -0.716 0.000
H -0.874 -3.665 -6.454 0.000
H 1.275 0.321 -2.071 0.000
Ir 0.940 0.579 1.158 0.014
C -0.632 2.432 2.786 0.012
H -6.671 0.406 -4.115 0.000
H 0.289 -1.141 6.308 0.000
C -0.215 -0.303 -3.469 0.001
H -1.522 5.135 4.655 0.000
H -0.811 0.608 -3.527 0.000
H 0.593 -0.196 -4.194 0.000
H -0.415 -2.232 1.498 0.000
C -0.648 -2.690 -6.871 0.000
O -0.268 2.210 1.544 -0.013
C 3.222 1.119 -0.647 0.000
H 1.324 1.231 4.973 0.000
C -2.647 1.563 -1.642 0.000
H -2.926 4.681 -2.917 0.000
H 6.633 0.025 -2.251 0.000
C -0.273 -2.584 -8.204 0.000
H -0.746 -2.650 -1.344 -0.001
H 0.319 -1.257 -9.780 0.000
H 4.452 -0.061 3.057 0.000
O -4.057 0.135 3.395 0.370
C -3.064 -1.026 -4.228 0.000
C -0.682 0.013 3.548 -0.005
N 2.040 -1.096 1.023 -0.001
N 2.106 0.601 5.111 0.000
H -0.211 -3.472 -8.819 0.000
C -3.554 -3.112 0.446 0.007
C -5.665 0.006 -4.144 0.000
C -4.779 0.418 -5.129 0.000
C 3.724 -0.205 -0.470 0.000
C 2.883 0.526 4.041 0.000
H -5.093 1.138 -5.874 0.000
C -0.430 -0.315 -6.617 0.000
H 1.662 -2.060 5.684 0.000
C -1.585 -2.412 -0.704 -0.002
H 5.771 2.345 -2.547 0.000
H -2.824 0.223 -5.964 0.000
H -3.225 0.660 -1.525 -0.013
C -2.478 3.820 -2.439 0.000
C 5.668 -0.664 5.668 0.000
H 3.638 -2.182 0.390 0.000
C 0.025 -1.342 -8.743 0.000
C -5.262 -0.944 -3.216 0.000
H -1.996 3.367 6.345 0.000
C -1.349 4.095 4.411 -0.001
H 6.441 -0.210 5.049 0.000
H -4.266 -3.881 0.716 0.001
C 5.202 1.626 -1.971 0.000
P -0.484 0.126 -0.619 -0.003
C 0.170 -1.911 2.357 0.000
C 3.113 -1.227 0.334 0.000
C -3.749 -1.822 0.907 0.001
H -0.686 4.532 2.420 0.001
H 3.632 3.015 -1.538 0.000
H -5.954 -1.296 -2.461 0.000
H 5.316 -1.576 -0.928 0.000
C 4.011 2.009 -1.414 0.000
C -1.382 1.796 5.034 -0.005
N -0.062 -0.478 2.544 0.006
H 1.774 0.643 7.134 0.000
H -4.596 -1.611 1.541 0.006
H -1.612 1.006 5.742 0.004
H 1.888 -3.106 1.742 0.000
O 2.082 1.588 -0.209 -0.003
H 3.790 -1.723 5.402 0.000
H 2.222 -1.848 2.943 0.000
C -1.762 -1.099 -0.263 -0.024
H -3.688 -2.223 -2.552 0.000
H 0.918 -1.377 -1.902 0.000
H -0.140 -2.498 3.224 0.000
H 3.202 -0.244 6.681 0.000
C -3.975 -1.460 -3.265 0.000
S -4.206 0.958 2.170 0.592
C 4.956 -0.563 -1.071 0.000
C 5.694 0.321 -1.808 0.000
N -3.053 0.503 1.059 0.124
C -0.572 2.776 -1.403 -0.003
H -4.251 2.613 -2.593 0.000
C -1.323 1.615 -1.215 0.006
H 5.286 0.106 6.340 0.000
H -0.577 4.776 -2.162 0.000
H -2.386 1.232 0.821 -0.059
C -1.608 3.105 5.371 0.001
C 4.563 -1.249 4.803 0.000
C -2.462 -3.421 -0.353 0.008
H -1.112 -0.672 4.276 0.001
N 3.953 -0.259 3.913 0.000
C 0.457 -0.404 -2.093 0.001
C -1.156 3.874 -2.015 0.000
As -1.271 -1.827 -4.209 0.000
C -3.491 -0.100 -5.175 0.000
C -0.882 3.769 3.162 0.000
C -0.876 1.429 3.767 -0.007
S 2.552 1.605 2.710 0.000
C -0.052 -0.207 -7.947 0.000
H 0.180 0.765 -8.363 0.000
H 1.459 -1.836 7.427 0.000
H 0.456 2.816 -1.068 -0.001
C 1.348 -1.354 6.456 0.000
H 6.129 -1.448 6.268 0.000
```